Here is C7H63FO28 as an isolated structure from the Open Molecules 2025 dataset. Energies are from the ωB97M-V functional and the def2-TZVPD basis.

Energy in hartree: -2510.79681
HOMO in eV: -7.253
Orbital gap in eV: 7.093

XYZ file:
```
99
Properties=species:S:1:pos:R:3:forces:R:3
O 0.30946 4.49934 -0.13485 -0.14 -1.41 -0.99
C 0.29886 3.44498 -0.75026 0.63 1.55 0.61
O 1.43497 3.00451 -1.38530 -0.66 -0.30 0.17
C 1.18963 1.62377 -1.79859 -0.22 -0.77 -0.17
C 0.09949 1.16439 -0.83228 0.54 0.82 -0.42
C -0.78282 2.41922 -0.95742 -0.18 0.02 -0.21
C -2.03908 2.49840 -0.11420 0.19 -0.18 0.41
C -3.16401 1.68895 -0.77151 0.72 0.21 -0.62
C -3.78623 2.43329 -1.94879 -0.05 -0.02 -0.07
F -3.28619 1.91707 -3.17717 -0.15 0.06 0.23
H 2.10180 1.02610 -1.78429 0.06 0.37 0.14
H 0.76758 1.60598 -2.81528 0.32 0.21 0.07
H 0.53936 1.22465 0.16749 -0.24 -0.63 -0.03
H -0.33911 0.19129 -1.06003 0.01 0.28 0.00
H -1.04196 2.54010 -2.02582 -0.12 -0.07 0.16
H -2.34719 3.54136 0.03746 0.10 -0.17 0.04
H -1.80253 2.06449 0.86901 -0.14 0.23 -0.10
H -3.89041 1.40735 -0.02548 -0.27 -0.02 -0.02
H -2.70301 0.77926 -1.17892 -0.40 0.04 0.16
H -3.51503 3.49893 -1.94920 -0.19 -0.25 0.01
H -4.87762 2.32526 -1.98919 0.26 0.06 -0.01
O 0.48009 0.79871 2.28335 -0.34 0.18 -0.03
H 1.07394 0.04048 2.32972 0.19 -0.29 0.19
H 0.75365 1.41239 2.96904 0.06 -0.05 0.06
O 2.11870 -1.63841 2.48442 -0.14 0.25 0.03
H 2.12038 -2.34955 3.13610 0.02 0.08 0.08
H 3.05402 -1.51152 2.28773 -0.01 -0.10 -0.11
O -1.91253 -1.06348 0.15168 0.00 -0.08 0.21
H -1.62091 -0.51500 0.89135 0.10 -0.01 -0.02
H -2.57673 -1.65001 0.52420 -0.01 -0.05 -0.02
O -4.59813 2.02387 2.00925 -0.33 0.09 0.12
H -4.28596 2.57249 2.73575 0.10 0.02 0.02
H -5.27947 1.46928 2.41345 0.12 -0.24 0.16
O -5.34047 -0.41436 3.59732 0.01 0.05 0.02
H -5.45999 -0.78343 4.48028 -0.03 -0.03 0.00
H -4.41853 -0.59463 3.38678 0.02 0.00 -0.02
O 3.11179 -3.00563 0.29324 0.21 -0.21 0.09
H 2.31524 -2.51201 0.51692 0.04 0.03 -0.10
H 3.39714 -2.68736 -0.57076 -0.18 0.15 -0.16
O 4.43602 -3.77574 -2.34780 0.16 -0.04 -0.13
H 4.41963 -4.64055 -1.92588 -0.07 0.01 0.09
H 5.35291 -3.64996 -2.61890 0.09 -0.01 0.12
O 2.90635 6.04908 -1.43847 0.30 -0.03 0.22
H 3.34113 6.43095 -0.66231 -0.10 0.11 -0.01
H 2.36203 5.33869 -1.06712 -0.09 0.05 -0.10
O 7.25974 -2.65504 -1.58671 0.07 -0.08 -0.11
H 8.18453 -2.56575 -1.33630 0.02 -0.02 0.00
H 6.83327 -1.86986 -1.22967 -0.11 0.00 0.01
O -7.08929 -2.33283 5.47068 -0.12 0.27 0.08
H -7.57688 -3.11886 5.74853 0.19 -0.09 0.07
H -7.46692 -2.09424 4.61888 0.07 0.01 -0.05
O 8.50251 -4.98995 -3.66709 0.01 0.04 0.04
H 8.00071 -4.38412 -3.11282 -0.03 0.04 0.03
H 8.88743 -4.43474 -4.35444 0.04 0.00 -0.12
O -6.69600 3.86950 0.88357 -0.13 -0.10 -0.04
H -6.13336 3.13996 1.17701 0.19 0.13 -0.03
H -6.34300 4.64447 1.32745 0.03 0.03 0.00
O -4.38729 -2.16583 6.68712 0.09 0.14 0.03
H -5.33327 -2.11082 6.49365 -0.14 -0.11 -0.20
H -4.23848 -3.09092 6.89857 -0.01 -0.04 -0.02
O 2.45015 -2.26281 -3.92119 2.56 -15.91 -3.28
H 2.99982 -1.74828 -4.51920 0.68 -1.28 0.83
H 3.02226 -2.97077 -3.58372 0.39 -0.94 -0.18
O -3.40086 0.78234 -6.25695 -0.02 -0.07 0.04
H -4.21059 0.26937 -6.36478 -0.05 0.08 -0.02
H -3.39990 1.01763 -5.32287 0.12 0.05 0.03
O 4.07858 2.98629 -2.65652 -0.24 0.19 -0.29
H 3.16078 3.25838 -2.53128 0.02 -0.16 0.23
H 4.46475 3.77690 -3.05529 0.38 -0.04 0.09
O 10.13258 -4.85265 -6.30750 -0.06 -0.03 0.12
H 10.12439 -5.72148 -5.89185 -0.04 -0.03 -0.02
H 11.03504 -4.73765 -6.61754 0.03 0.05 -0.01
O 2.83866 -1.24165 -2.48020 3.06 7.62 10.01
H 2.37417 -2.04251 -2.76726 -0.60 1.08 1.93
H 3.76803 -1.43315 -2.62406 -0.14 0.22 0.50
O -6.32809 0.43398 -5.59849 0.02 -0.04 0.03
H -6.01525 0.98220 -4.87173 0.00 0.07 -0.02
H -7.00703 -0.12545 -5.21083 -0.02 -0.04 -0.01
O 2.98894 -2.09396 5.21121 -0.05 -0.04 0.05
H 3.82882 -1.85350 5.61123 0.04 -0.02 0.03
H 2.44046 -1.30582 5.28315 -0.01 0.02 0.01
O 5.56018 5.58331 -2.71227 -0.14 0.00 0.14
H 4.71407 5.87656 -2.32857 -0.03 -0.10 -0.05
H 5.89749 6.33499 -3.20414 -0.03 0.06 -0.06
O 1.84984 -1.24155 -5.11537 -5.19 7.71 -9.02
H 1.50888 -1.11718 -6.00580 -0.41 0.73 -0.71
H 2.14832 -0.37102 -4.83410 -0.49 0.87 -0.01
O -1.44065 -1.26689 6.22650 -0.02 0.04 -0.14
H -2.39476 -1.25184 6.07769 -0.04 -0.05 0.18
H -1.25164 -2.18404 6.44045 0.03 -0.02 0.02
O -8.06904 -4.09924 7.82848 0.11 -0.10 -0.12
H -7.76665 -3.52981 8.54227 -0.02 0.04 0.01
H -8.76215 -4.64413 8.21212 -0.05 0.02 0.01
O -6.48035 -5.25006 5.24809 -0.05 -0.08 0.08
H -6.60765 -5.55018 6.15412 -0.04 0.03 0.04
H -5.57239 -5.47632 5.02966 0.02 -0.01 -0.05
O 4.97058 7.04179 0.75808 -0.08 -0.14 -0.09
H 5.55894 6.29701 0.59521 0.02 0.01 -0.05
H 5.47132 7.64727 1.31009 -0.01 0.05 0.01
```
Positions in Å, forces in eV/Å.